Entry 1:
C4H7NO | ωB97M-V/def2-TZVPD

The SMILES is O=CCN1CC1. The calculation puts the molar mass at 85.1 g/mol. The HOMO-LUMO gap is 10.731 eV. For the energy relative to the best compared isomer or geometry (same formula, charge and spin), the calculation gives 56.05 kcal/mol. The strongest force on any atom comes out at 0.5 eV/A.

Cartesian coordinates (Å):
O  -2.700  -0.745  1.349
C  -1.523  -0.595  1.128
C  -0.997  0.317  0.041
N  0.395  0.670  0.233
C  1.184  0.700  -0.984
C  1.370  -0.387  0.007
H  -0.752  -1.159  1.696
H  -1.606  1.227  0.026
H  -1.166  -0.202  -0.923
H  1.899  1.511  -1.086
H  0.664  0.427  -1.904
H  1.011  -1.381  -0.269
H  2.220  -0.381  0.685

Entry 2:
C6H12N3 | ωB97M-V/def2-TZVPD

The calculation puts the molar mass at 126.2 g/mol. The charge is +1. The HOMO-LUMO gap is 8.678 eV. For the energy relative to the best compared isomer or geometry (same formula, charge and spin), the calculation gives 124.05 kcal/mol. The strongest force on any atom comes out at 3.6 eV/A.

Cartesian coordinates (Å):
C  -0.510  0.499  -0.490
C  -0.821  -0.704  -0.268
C  4.061  -0.926  0.809
C  -1.085  -1.839  -1.214
C  -1.236  -0.970  1.292
C  -0.602  2.886  -0.768
N  2.163  0.326  0.163
N  3.121  -0.124  0.613
N  0.023  1.638  -0.532
H  4.214  -1.776  0.201
H  4.716  -0.886  1.667
H  -1.402  -1.517  -2.213
H  -0.276  -2.605  -1.292
H  -1.946  -2.402  -0.947
H  -0.626  -0.323  1.942
H  -2.271  -0.678  1.489
H  -1.209  -2.079  1.320
H  -1.532  2.739  -1.205
H  -0.583  3.430  0.115
H  0.167  3.347  -1.431
H  0.976  1.745  -0.163

Entry 3:
C3H3N2O2 | ωB97M-V/def2-TZVPD

The SMILES is O=C=[NH+][C@@H]1NC1=O. The calculation puts the molar mass at 99.1 g/mol. The charge is +1. The HOMO-LUMO gap is 9.376 eV. For the energy relative to the best compared isomer or geometry (same formula, charge and spin), the calculation gives 52.97 kcal/mol. The strongest force on any atom comes out at 3.5 eV/A.

Cartesian coordinates (Å):
C  -0.363  -0.079  0.470
C  1.908  -0.740  0.073
C  -0.835  1.274  -0.089
N  0.701  -0.881  -0.217
N  -1.467  0.210  -0.406
O  2.947  -0.614  0.454
O  -0.600  2.427  -0.148
H  -0.499  -0.382  1.472
H  0.608  -1.028  -1.216
H  -2.401  -0.187  -0.393

Please write out number 2 again, unchanged.
C6H12N3 | ωB97M-V/def2-TZVPD

The calculation puts the molar mass at 126.2 g/mol. The charge is +1. The HOMO-LUMO gap is 8.678 eV. For the energy relative to the best compared isomer or geometry (same formula, charge and spin), the calculation gives 124.05 kcal/mol. The strongest force on any atom comes out at 3.6 eV/A.

Cartesian coordinates (Å):
C  -0.510  0.499  -0.490
C  -0.821  -0.704  -0.268
C  4.061  -0.926  0.809
C  -1.085  -1.839  -1.214
C  -1.236  -0.970  1.292
C  -0.602  2.886  -0.768
N  2.163  0.326  0.163
N  3.121  -0.124  0.613
N  0.023  1.638  -0.532
H  4.214  -1.776  0.201
H  4.716  -0.886  1.667
H  -1.402  -1.517  -2.213
H  -0.276  -2.605  -1.292
H  -1.946  -2.402  -0.947
H  -0.626  -0.323  1.942
H  -2.271  -0.678  1.489
H  -1.209  -2.079  1.320
H  -1.532  2.739  -1.205
H  -0.583  3.430  0.115
H  0.167  3.347  -1.431
H  0.976  1.745  -0.163